1.
9
Properties=species:S:1:pos:R:3:forces:R:3 method="wB97M-V/def2-TZVPD" s_squared=0.75 lumo_ev="-0.8 / -0.8" max_force_ha_per_bohr=0.171 multiplicity=2
C -0.488 0.115 -0.179 0.62 5.89 6.51
Li 2.340 0.970 -0.528 -0.51 -0.63 0.03
O 1.079 -0.336 -1.138 4.01 -0.37 -3.69
C -0.183 0.135 -1.632 0.17 -1.66 0.84
H -0.702 -0.628 -2.230 0.27 0.17 0.00
H -0.187 1.091 -2.174 0.01 -0.12 0.52
Zn -0.751 -0.964 1.668 -0.19 0.00 0.79
O -1.075 0.842 0.930 -4.03 -1.00 -1.17
C 0.744 0.156 0.439 -0.34 -2.29 -3.83

---

2.
10
Properties=species:S:1:pos:R:3:forces:R:3 method="wB97M-V/def2-TZVPD" lumo_ev="-9.2 / -9.2" max_force_ha_per_bohr=0.153 relative_energy_kcal_mol=33.9 total_charge=+2
C -1.351 0.534 -1.445 1.09 0.16 0.52
C -1.329 0.487 -0.136 -2.55 0.35 -0.45
O -1.826 0.577 0.953 1.43 -0.22 -0.57
Sc -1.556 -0.168 2.905 -0.24 -0.08 0.59
H -0.802 1.292 -1.980 0.13 0.24 -0.04
H -1.820 -0.246 -2.024 -0.07 -0.41 0.08
O 2.304 -0.329 -1.066 -1.94 0.98 -0.90
C 1.581 -0.395 -0.180 2.90 -3.47 6.43
Li 3.356 -0.966 1.910 -0.16 -0.08 0.05
O 1.442 -0.784 1.063 -0.59 2.52 -5.72